This record from the Open Molecules 2025 dataset describes a structure of composition C9H10FeN4O5S2. The level of theory is ωB97M-V with the def2-TZVPD basis set.

The geometry in XYZ format:
```
31
Properties=species:S:1:pos:R:3:forces:R:3
Fe 0.224 -0.411 0.743 -0.36 1.61 0.63
N 0.356 1.837 1.015 0.17 0.77 -0.16
C 1.617 2.160 0.329 0.05 -0.09 0.18
C 2.666 1.191 0.911 0.06 -0.27 -0.01
O 3.765 1.632 1.314 -0.06 0.14 -0.02
N 2.177 -0.038 0.968 1.19 0.32 0.21
C 2.636 -0.906 2.039 0.08 0.34 0.26
C 1.593 -0.749 3.183 0.02 0.08 0.08
O 1.942 -0.825 4.366 -0.06 -0.09 -0.18
O 0.396 -0.500 2.764 0.44 -0.08 1.20
H 0.427 2.017 2.011 -0.01 -0.10 0.04
H -0.441 2.338 0.645 -0.03 -0.02 -0.03
H 1.480 1.949 -0.731 -0.04 0.08 -0.06
H 1.946 3.196 0.466 0.09 -0.06 0.01
H 2.627 -1.946 1.711 0.01 -0.06 0.02
H 3.624 -0.637 2.420 -0.04 -0.04 0.00
O 0.012 0.217 -1.162 -0.53 0.20 -1.33
N -1.140 -0.025 -1.736 -0.18 0.33 -0.42
C -1.165 -0.138 -3.080 0.01 0.00 0.23
C -2.342 -0.207 -3.774 -0.31 -0.03 -0.47
C -3.555 -0.196 -3.082 0.31 -0.07 0.57
C -3.513 -0.158 -1.700 -0.45 -0.07 -0.92
C -2.309 -0.074 -0.998 0.67 -0.05 1.17
S -2.191 -0.037 0.712 -1.13 0.24 -0.50
H -0.190 -0.143 -3.542 0.04 0.06 0.07
H -2.317 -0.266 -4.855 0.06 -0.03 0.02
H -4.501 -0.240 -3.607 -0.02 -0.01 -0.02
H -4.425 -0.190 -1.121 0.04 0.05 0.10
O 0.686 -3.720 2.183 -0.91 -0.05 -0.15
S -0.321 -2.942 1.402 1.76 0.02 -1.01
N 0.236 -2.190 0.208 -0.84 -3.10 0.51
```
Forces are in eV/Å.

As for the multiplicity: 5. The relative energy (zero: lowest compared OMol25 entry of this formula, charge and spin) comes out at 70.9 kJ/mol. Its total charge is -2. Its LUMO energy (alpha / beta) is 4.69 / 4.69 eV.

Löwdin population analysis, charges in e, atoms 1 to 6: Fe 0.31; N -0.04; C -0.18; C -0.57; O -0.07; N -0.06

---

This record from the Open Molecules 2025 dataset describes a structure of composition C9H10HgN3S2. The level of theory is ωB97M-V with the def2-TZVPD basis set.

The geometry in XYZ format:
```
25
Properties=species:S:1:pos:R:3:forces:R:3
Hg 0.868 -1.769 0.059 0.05 0.00 -0.03
C 5.127 2.364 -1.128 -0.07 -0.05 0.03
S 3.509 2.825 -0.484 -0.04 0.00 -0.03
C 2.631 1.225 -0.368 0.05 0.04 0.06
S 3.504 -0.239 -0.295 0.00 0.01 -0.04
N 1.373 1.493 -0.283 0.04 0.05 0.04
N 0.465 0.479 -0.061 -0.01 -0.16 -0.03
C -0.761 0.980 0.072 0.00 0.06 -0.01
C -1.951 0.268 0.288 -0.03 0.02 0.00
C -3.187 0.974 0.430 -0.01 -0.01 0.00
C -4.351 0.292 0.641 0.02 0.00 0.00
C -4.321 -1.120 0.719 0.00 0.00 0.00
C -3.080 -1.731 0.569 -0.02 -0.01 0.00
N -1.938 -1.103 0.364 0.00 0.02 0.00
H 5.791 3.216 -0.970 -0.01 0.02 0.01
H 5.080 2.130 -2.192 0.03 -0.03 0.00
H 5.489 1.491 -0.586 0.03 0.01 -0.04
H -0.835 2.064 0.004 -0.01 -0.02 0.01
H -3.181 2.057 0.367 0.00 0.00 0.00
H -5.287 0.831 0.748 0.00 0.00 0.00
H -5.215 -1.708 0.883 0.00 0.00 0.00
H -3.006 -2.817 0.619 0.01 0.00 0.00
C 1.019 -3.805 -0.128 -0.03 0.06 0.01
H 0.250 -4.276 0.502 -0.02 0.00 0.01
H 2.006 -4.123 0.232 0.02 0.00 0.01
```
Forces are in eV/Å.

As for the multiplicity: 2. Its total charge is -2. Its LUMO energy (alpha / beta) is 4.90 / 4.90 eV.

Löwdin population analysis, charges in e, atoms 1 to 6: Hg 0.77; C -0.52; S 0.69; C -1.21; S 0.34; N -0.18

---

This record from the Open Molecules 2025 dataset describes a cluster of 2 separate species, C9H10IO2 in total. The level of theory is ωB97M-V with the def2-TZVPD basis set.

The geometry in XYZ format:
```
22
Properties=species:S:1:pos:R:3:forces:R:3
C 1.550 1.016 -0.153 0.09 0.87 0.96
C 1.923 1.161 1.165 0.98 0.99 -2.20
C 0.628 -0.012 -0.684 -0.64 0.55 -0.51
C 1.516 0.454 2.328 0.56 -1.19 1.81
C -4.164 0.412 -4.076 -0.45 1.58 0.35
C 0.551 -0.446 2.530 0.06 -0.57 -1.53
C -0.240 -0.729 -1.187 3.52 1.58 1.65
C 2.372 0.739 3.526 -1.11 -1.52 0.54
C -1.188 -1.614 -1.761 -0.93 -1.60 -1.39
O -4.597 -0.298 -3.225 0.33 0.44 -0.67
O -4.033 1.476 -4.614 -0.24 -1.60 0.72
I -2.641 -1.163 -5.493 0.40 -0.44 -0.37
H 1.958 1.917 -0.736 -0.81 -2.00 0.00
H 2.743 1.938 1.419 -1.60 -1.05 -0.80
H 0.099 -0.893 1.660 -0.73 0.21 -0.07
H 0.344 -0.931 3.474 0.21 0.20 0.15
H 2.184 1.690 3.874 0.04 2.58 0.65
H 3.423 0.549 3.475 0.67 -0.07 -0.54
H 1.963 0.117 4.309 0.26 -0.34 0.49
H -2.136 -1.130 -1.465 -0.22 -1.06 -0.07
H -1.067 -2.786 -1.467 -0.44 3.04 -0.61
H -1.187 -1.468 -2.901 0.04 -0.61 1.45
```
Forces are in eV/Å.

As for the multiplicity: 1. The relative energy (zero: lowest compared OMol25 entry of this formula, charge and spin) comes out at 99.3 kJ/mol. Its total charge is -1. Its LUMO energy is 2.48 eV.

Löwdin population analysis, charges in e, atoms 1 to 6: C -0.09; C -0.12; C -0.02; C -0.38; C -0.84; C 0.07

---

This record from the Open Molecules 2025 dataset describes a structure of composition C9H10MgO5. The level of theory is ωB97M-V with the def2-TZVPD basis set.

The geometry in XYZ format:
```
25
Properties=species:S:1:pos:R:3:forces:R:3
Mg 0.001 -0.339 -1.320 -0.01 2.48 3.63
C -0.002 1.285 0.530 0.01 4.09 4.14
O 0.000 1.911 1.589 0.00 -1.18 -4.88
C -0.004 2.022 -2.072 -0.01 3.20 -2.58
O -0.006 3.053 -2.573 0.01 -3.05 1.88
C -2.170 0.066 -1.147 -6.07 -0.24 -0.10
O -3.328 0.088 -1.149 5.25 0.11 0.12
C 2.170 0.075 -1.147 6.12 -0.21 -0.10
O 3.328 0.102 -1.149 -5.29 0.09 0.12
C 0.004 -1.696 -2.872 0.00 0.56 -1.67
H 0.949 -2.217 -2.597 -0.59 0.36 -0.41
H -0.940 -2.221 -2.598 0.59 0.37 -0.41
C 0.001 -0.458 -3.492 0.01 -2.30 -1.51
H -0.930 0.024 -3.853 0.48 -0.39 0.44
H 0.930 0.028 -3.853 -0.48 -0.40 0.44
C 1.308 -0.136 2.927 0.19 -0.25 1.04
C 0.000 -0.086 2.304 -0.01 -1.81 -2.01
C -1.307 -0.128 2.930 -0.19 -0.26 1.04
O -0.002 -0.322 1.004 0.00 -1.53 0.32
H 1.159 -0.243 3.995 0.38 0.08 0.25
H 1.947 0.738 2.734 -0.32 -0.21 -0.11
H 1.809 -1.036 2.531 -0.06 0.31 0.10
H -1.940 0.752 2.743 0.32 -0.21 -0.11
H -1.818 -1.023 2.534 0.07 0.31 0.10
H -1.156 -0.239 3.998 -0.38 0.08 0.25
```
Forces are in eV/Å.

As for the multiplicity: 1. Its total charge is +2. Its LUMO energy is -8.83 eV.

Löwdin population analysis, charges in e, atoms 1 to 6: Mg 0.47; C -0.11; O 0.05; C 0.01; O 0.20; C 0.10

---

This record from the Open Molecules 2025 dataset describes a cluster of 2 separate species, C9H10N2 in total. The level of theory is ωB97M-V with the def2-TZVPD basis set.

The geometry in XYZ format:
```
21
Properties=species:S:1:pos:R:3:forces:R:3
C -1.924 -1.781 -0.666 1.45 3.24 1.53
C 3.186 -0.527 -0.145 0.97 -3.20 1.56
C 2.443 -1.514 0.518 -0.81 -0.38 0.82
C 2.538 0.541 -0.661 1.52 1.53 -1.07
C 1.097 -1.330 0.596 -2.95 -0.91 -0.45
C 1.158 0.730 -0.623 0.57 0.02 0.44
C 0.369 -0.302 -0.008 2.33 3.15 -0.86
C -2.980 1.210 0.553 2.43 -1.03 3.07
C -1.650 1.109 -0.095 1.92 1.25 -2.31
N -2.297 -2.839 -0.902 -0.41 -1.07 -0.34
N -0.935 -0.085 0.313 -2.03 -2.12 -0.73
H 4.270 -0.748 -0.131 -0.60 0.93 -0.47
H 2.738 -2.401 1.101 0.85 0.62 -0.72
H 3.304 1.241 -1.077 -1.50 0.11 0.11
H 0.333 -2.018 0.988 1.06 -0.37 0.45
H 0.886 1.771 -0.853 -0.64 -0.91 -0.21
H -2.930 1.058 1.681 0.05 -0.10 -1.49
H -3.395 2.119 0.417 -1.33 3.15 -0.65
H -3.565 0.511 0.106 -2.08 -2.24 -0.92
H -1.694 1.281 -1.254 -0.12 -0.75 1.84
H -0.954 1.972 0.142 -0.69 -0.92 0.42
```
Forces are in eV/Å.

As for the multiplicity: 1. The relative energy (zero: lowest compared OMol25 entry of this formula, charge and spin) comes out at 541.6 kJ/mol. Its total charge is 0. Its LUMO energy (alpha / beta) is -2.01 / -2.07 eV.

Löwdin population analysis, charges in e, atoms 1 to 6: C -0.13; C -0.09; C -0.07; C -0.11; C -0.04; C 0.01

---

This record from the Open Molecules 2025 dataset describes the molecule C9H10N2O2. The level of theory is ωB97M-V with the def2-TZVPD basis set.

The geometry in XYZ format:
```
23
Properties=species:S:1:pos:R:3:forces:R:3
C -0.237 0.226 -2.267 -1.89 2.07 -0.61
C -1.171 0.704 -1.164 -1.38 1.17 -1.21
C -2.017 -0.430 -0.673 -4.29 -1.15 0.80
C -0.318 -0.692 0.944 2.61 1.52 0.29
C 0.439 -1.435 1.819 0.57 -0.74 1.52
C 1.523 -0.923 2.564 -0.50 1.88 -0.43
C 1.867 0.434 2.426 -1.80 -0.79 -1.50
C 1.166 1.208 1.448 1.04 0.07 2.14
C 0.143 0.633 0.727 -0.63 -0.20 0.64
H 1.509 -0.449 -2.870 -1.25 0.41 1.85
H 1.479 -0.191 -1.145 -0.91 -0.05 -0.17
H -1.277 1.063 -3.439 -1.08 -0.08 -0.92
H -1.839 1.481 -1.616 0.46 -0.87 0.10
H -3.058 -0.145 -0.204 2.21 0.67 -0.02
H -2.597 -1.129 -1.387 2.25 0.83 0.15
H 0.110 -2.411 2.136 -0.18 -0.39 -0.47
H 1.997 -1.461 3.370 -0.09 -0.49 -0.15
H 2.501 0.919 3.128 0.68 0.21 0.20
H 1.345 2.305 1.524 -0.34 -0.94 -0.83
N 0.922 -0.259 -1.996 5.50 -2.52 -0.50
N -0.568 0.355 -3.498 -0.25 0.40 0.07
O -1.314 -1.221 0.260 -1.03 -1.30 -0.47
O -0.609 1.417 -0.086 0.31 0.28 -0.47
```
Forces are in eV/Å.

As for the multiplicity: 1. The relative energy (zero: lowest compared OMol25 entry of this formula, charge and spin) comes out at 225.8 kJ/mol. Its total charge is 0. The SMILES is [H]/N=C(/N)[C@H]1COc2ccccc2O1. Its LUMO energy is 0.76 eV.

Löwdin population analysis, charges in e, atoms 1 to 6: C -0.52; C -0.24; C -0.12; C -0.24; C 0.00; C -0.08

---

Calculated DFT total energy (hartree), listed in the same order as above: -3004.2957, -1462.8826, -797.0963, -924.4940, -458.2641, -608.8767